(1)
Here is one molecule with the formula C3H2N2O2 at a distorted geometry from OMol25. Energies are from ωB97M-V/def2-TZVPD.

## Properties
SMILES string	N#CC(=O)/C=N\O
energy above the lowest of the compared OMol25 structures with the same formula, charge and spin	3.468	eV
frontier orbital gap	9.51	eV
LUMO energy	-0.043	Ha
E	-375.38408	hartree

Last column: Löwdin charge in e.
Cartesian coordinates (Å):
1 C -0.899521 -0.178295 1.106206  -0.0115
2 C 0.378686 0.663834 0.618186  -0.3605
3 C 0.749454 0.558754 -0.811975  -0.1201
4 H -1.481057 -1.723813 -1.407733  0.0615
5 H -1.402440 0.191735 2.021748  0.1199
6 N -1.532435 -1.043216 0.320372  0.0123
7 N 1.466025 0.534931 -1.762093  0.1821
8 O -0.851205 -1.443914 -0.817421  -0.0260
9 O 1.098286 1.296953 1.317861  0.1423

Cartesian forces, eV/Å:
C 0.1085 -0.1447 -3.0492
C -1.6583 -2.2524 0.0554
C 3.3423 0.1344 -3.4563
H -2.6945 -1.2618 -1.9656
H 0.3332 -0.6392 -0.6962
N 0.9783 1.6451 2.0256
N -3.0675 0.0919 3.3472
O 2.7740 1.9410 2.9881
O -0.1162 0.4857 0.7511

=====

(2)
Here is an isolated ion of composition C4H6N3O and charge +1 at a distorted geometry from OMol25. Energies are from ωB97M-V/def2-TZVPD.

## Properties
energy above the lowest of the compared OMol25 structures with the same formula, charge and spin	3.491	eV
frontier orbital gap	9.62	eV
LUMO energy	-0.167	Ha
net charge	+1
E	-395.12032	hartree

Last column: Löwdin charge in e.
Cartesian coordinates (Å):
1 C 0.338282 -1.438827 -0.946208  -0.1697
2 C -1.840009 -0.005559 0.493518  -0.1095
3 C 1.629288 -0.763593 1.024478  0.0742
4 C -0.343156 1.743923 -0.447692  0.0474
5 N -0.668062 -0.644355 -1.089697  0.0856
6 N -0.822025 0.404389 -0.116707  -0.1262
7 N 1.146645 -1.309561 0.036876  0.0939
8 O -2.701837 -0.506687 1.053586  0.3497
9 H 0.308506 -2.233793 -1.678776  0.1573
10 H 1.321989 -1.262145 1.972348  0.1240
11 H 2.292349 0.079496 1.079510  0.1015
12 H -0.892710 2.086018 -1.361176  0.1294
13 H -0.563623 2.295343 0.482745  0.1142
14 H 0.794363 1.555350 -0.502807  0.1281

Cartesian forces, eV/Å:
C 0.0825 -0.0375 0.2517
C -1.2916 -0.6185 1.2083
C -0.3645 -1.2308 2.5667
C 1.0567 -0.2192 0.8841
N -2.0580 0.5084 -1.7586
N 0.2608 -0.9633 -0.6449
N 0.5269 -0.4088 -1.0959
O 0.6550 0.7207 -0.4255
H 0.7571 -0.1885 0.0482
H 0.6182 0.6803 -0.1161
H 0.4822 0.3835 -0.4275
H 0.9530 -0.0824 0.7955
H 0.2074 0.4901 -0.8039
H -1.8856 0.9658 -0.4821

=====

(3)
Here is one molecule with the formula CH3NO2S2 at a distorted geometry from OMol25. Energies are from ωB97M-V/def2-TZVPD.

## Properties
SMILES string	N[S@@](=O)(=S)C=O
energy above the lowest of the compared OMol25 structures with the same formula, charge and spin	1.648	eV
frontier orbital gap	9.52	eV
LUMO energy	0.001	Ha
E	-1041.43073	hartree

Last column: Löwdin charge in e.
Cartesian coordinates (Å):
1 C -0.470671 1.510559 -1.026657  -0.2844
2 N -0.554348 -0.607897 1.056747  -0.1303
3 O -0.036033 1.462736 -2.127734  0.0370
4 O 0.202211 1.776605 1.594199  -0.4218
5 S 2.159272 0.316016 0.026237  0.3349
6 S 0.458157 0.737150 0.644930  0.2268
7 H -1.499767 2.047173 -0.787993  0.1442
8 H -0.415504 -1.518438 0.661995  0.0517
9 H -0.714211 -0.761894 2.023800  0.0420

Cartesian forces, eV/Å:
C -1.4277 0.0795 0.0518
N 0.3149 1.3177 -0.8010
O 0.0692 -0.1796 1.4752
O -0.2056 0.1094 1.0264
S 0.8163 -0.5406 0.0674
S -2.0123 -0.5641 -2.2317
H 1.7577 -0.8880 0.1103
H 0.7312 -0.0270 -0.8642
H -0.0436 0.6927 1.1657

=====

(4)
Here is a 8-piece molecular cluster, C36H72F9N3O8 overall at a distorted geometry from OMol25. Energies are from ωB97M-V/def2-TZVPD.

## Properties
SMILES string	CCOC(=O)C(F)(F)F.CCOC(=O)C(F)(F)F.CCOC(=O)C(F)(F)F.CCN(CC)CC.CCN(CC)CC.CCN(CC)CC.CC(C)=O.CC(C)=O
frontier orbital gap	8.66	eV
LUMO energy	0.016	Ha
E	-3079.86468	hartree

Last column: Löwdin charge in e.
Cartesian coordinates (Å):
1 C 3.243952 5.460505 2.381086  -0.0900
2 C 3.858127 4.230485 1.711569  -0.2552
3 N 3.027094 3.037744 1.883695  -0.1895
4 C 3.026661 2.596267 3.269342  -0.2738
5 C 2.020588 1.506492 3.582620  -0.0892
6 C 3.476111 1.949908 1.023615  -0.2536
7 C 3.438478 2.251129 -0.469187  -0.0809
8 H 3.731922 6.374715 2.033997  0.0688
9 H 3.338121 5.426509 3.463219  0.0575
10 H 2.206194 5.552477 2.057590  0.0777
11 H 3.964380 4.430461 0.650018  0.0972
12 H 4.867771 4.029805 2.119265  0.1232
13 H 4.044122 2.278177 3.580250  0.1231
14 H 2.805274 3.440394 3.924922  0.1008
15 H 1.023361 1.812499 3.248813  0.0695
16 H 2.194591 0.555645 3.074487  0.0484
17 H 2.008056 1.314600 4.655268  0.0737
18 H 2.837662 1.082348 1.170391  0.0886
19 H 4.515876 1.685963 1.298151  0.1253
20 H 2.426013 2.559162 -0.771113  0.0678
21 H 3.589458 1.320961 -1.017389  0.0457
22 H 4.080809 3.032477 -0.864858  0.0692
23 C -1.090491 1.939632 -7.177483  -0.0812
24 C -0.861729 3.108958 -6.222246  -0.2606
25 N 0.161630 2.827358 -5.208745  -0.1872
26 C -0.251956 1.877880 -4.183309  -0.2556
27 C -1.544029 2.216840 -3.434145  -0.0728
28 C 0.658147 4.089485 -4.652373  -0.2726
29 C 1.810765 3.941453 -3.707619  -0.0849
30 H -1.432985 1.045990 -6.656370  0.0620
31 H -0.199440 1.681374 -7.748021  0.0698
32 H -1.876716 2.251351 -7.870428  0.0730
33 H -0.569700 4.008464 -6.761806  0.1106
34 H -1.824756 3.345473 -5.744039  0.1043
35 H -0.465941 0.933205 -4.691863  0.0937
36 H 0.600737 1.754971 -3.522850  0.0969
37 H -2.385397 2.163110 -4.120140  0.0640
38 H -1.687970 1.568908 -2.567209  0.0621
39 H -1.532921 3.215388 -2.982017  0.0738
40 H -0.131354 4.693964 -4.169789  0.1158
41 H 0.956133 4.692000 -5.514828  0.1119
42 H 1.540052 3.448817 -2.773999  0.0515
43 H 2.206487 4.916554 -3.415173  0.0824
44 H 2.635049 3.376577 -4.148293  0.0732
45 C -3.087548 -3.556470 5.040981  -0.0707
46 C -3.373191 -2.412395 4.048278  -0.2620
47 N -4.388594 -1.491537 4.495035  -0.2026
48 C -3.988403 -0.590090 5.590037  -0.2516
49 C -2.545484 -0.134347 5.584494  -0.0934
50 C -5.742663 -1.990391 4.560495  -0.2644
51 C -6.800600 -0.919803 4.807458  -0.0797
52 H -4.012972 -4.081817 5.287236  0.0619
53 H -2.675613 -3.178222 5.976178  0.0665
54 H -2.421921 -4.290907 4.584648  0.0705
55 H -2.458406 -1.829149 3.937575  0.0804
56 H -3.533321 -2.858485 3.062120  0.1118
57 H -4.607759 0.296561 5.442974  0.0916
58 H -4.249537 -1.037573 6.561738  0.1238
59 H -2.151449 0.145053 4.602734  0.0664
60 H -2.521786 0.808933 6.136593  0.0807
61 H -1.845427 -0.851413 6.008632  0.0735
62 H -5.831690 -2.766898 5.345030  0.1096
63 H -5.988973 -2.482023 3.614990  0.1169
64 H -6.877292 -0.280870 3.929388  0.0553
65 H -6.641269 -0.362223 5.724666  0.0687
66 H -7.756876 -1.443269 4.878234  0.0776
67 C -2.069079 -9.194518 -0.817621  -0.0697
68 C -0.645070 -8.755759 -0.957489  -0.2200
69 O -0.494183 -7.383781 -0.619952  0.0403
70 C 0.213351 -7.074184 0.463948  -0.3870
71 O 0.485838 -7.787074 1.374217  0.1839
72 C 0.686245 -5.602471 0.438689  -0.5389
73 F 2.024498 -5.583177 0.412598  0.1725
74 F 0.193347 -4.909397 -0.584673  0.1739
75 F 0.309321 -4.996820 1.572293  0.1633
76 H -2.807008 -8.506377 -1.227828  0.0812
77 H -2.335006 -9.363293 0.234233  0.0844
78 H -2.286815 -10.181172 -1.236926  0.0827
79 H -0.275673 -8.924979 -1.971514  0.1285
80 H -0.006666 -9.400572 -0.349277  0.1255
81 C -4.963790 0.539819 1.343538  -0.0503
82 C -5.005391 1.431339 2.552571  -0.1849
83 O -4.622633 2.785663 2.215417  0.0457
84 C -5.525246 3.515648 1.601881  -0.4096
85 O -6.610583 3.168584 1.235613  0.1678
86 C -5.028514 4.964538 1.410152  -0.5467
87 F -3.794765 5.164748 1.857333  0.1754
88 F -5.075098 5.289081 0.115172  0.1674
89 F -5.859779 5.792386 2.063638  0.1615
90 H -3.996927 0.519923 0.849510  0.0682
91 H -5.770126 0.784092 0.651969  0.0808
92 H -5.242772 -0.475906 1.645493  0.0783
93 H -4.275749 1.071639 3.272729  0.1056
94 H -6.002108 1.432438 2.985898  0.1130
95 C -0.862254 0.195116 0.990592  -0.0392
96 C -0.661824 -1.295754 1.126377  -0.1899
97 O 0.244177 -1.752521 0.111090  0.0381
98 C 1.512471 -1.867714 0.451996  -0.4023
99 O 1.984216 -1.706497 1.539789  0.1609
100 C 2.415966 -2.170396 -0.769212  -0.5507
101 F 1.715364 -2.684590 -1.773373  0.1671
102 F 3.033867 -1.056890 -1.138040  0.1695
103 F 3.325036 -3.083795 -0.400067  0.1627
104 H 0.005712 0.761647 1.331081  0.0677
105 H -1.737445 0.522626 1.557315  0.0666
106 H -1.048528 0.531220 -0.033052  0.0764
107 H -1.571743 -1.881626 1.016685  0.1234
108 H -0.299968 -1.491373 2.136999  0.1203
109 C 2.265706 -1.062400 -4.664149  -0.0030
110 C 3.255705 0.083665 -4.752439  -0.4900
111 O 4.029921 0.289795 -3.848070  0.0591
112 C 3.232729 0.955018 -5.977893  -0.0198
113 H 2.275343 -1.572111 -5.631986  0.0874
114 H 1.239529 -0.732073 -4.501059  0.0716
115 H 2.598253 -1.683844 -3.842615  0.0600
116 H 2.209419 1.323456 -6.114937  0.0668
117 H 3.565845 0.400181 -6.854400  0.0860
118 H 3.861390 1.826000 -5.806197  0.0800
119 C 8.215528 -0.572248 -2.534166  -0.0253
120 C 7.162819 0.154100 -1.727085  -0.5078
121 O 7.255276 1.323957 -1.449976  0.0672
122 C 6.012364 -0.693453 -1.261991  -0.0315
123 H 8.826085 0.111480 -3.113586  0.0795
124 H 7.791782 -1.390912 -3.114631  0.0774
125 H 8.842768 -1.072355 -1.783936  0.0908
126 H 5.444538 -0.221235 -0.469888  0.0684
127 H 6.305157 -1.716525 -1.018867  0.0873
128 H 5.397770 -0.809456 -2.164498  0.0672

Cartesian forces, eV/Å:
C 0.2030 0.0572 -0.5126
C -0.0887 -0.0586 0.4483
N -0.2801 0.0088 -0.1206
C 0.3202 0.0827 0.3558
C -0.3830 -0.2298 -0.3281
C 0.5931 0.4439 -0.4642
C -1.1305 -0.0861 -0.4174
H 0.1985 -0.1081 0.0783
H -0.2287 0.0620 0.0468
H -0.1037 -0.1149 0.3152
H 0.0047 -0.0355 -0.0504
H -0.0076 0.1394 -0.1261
H -0.0757 -0.1184 -0.1527
H -0.1149 0.0793 -0.1917
H 0.0226 0.1754 0.2508
H 0.3140 0.0341 0.1128
H -0.0874 -0.0070 0.0059
H 0.0596 -0.0708 0.2292
H -0.1007 -0.2467 0.0142
H 0.0024 0.0115 0.2958
H 0.4141 0.1343 -0.0763
H 0.4408 -0.1955 0.2371
C -0.1806 0.4462 -0.0320
C -0.0499 -0.6444 0.4467
N 0.0655 0.6473 -0.1593
C -0.5679 -0.1035 -0.4289
C 0.3468 0.5700 0.5791
C -0.4081 0.3136 -0.4604
C 0.6290 -0.0551 0.4779
H -0.0430 0.0047 0.0219
H 0.0763 0.0729 0.0352
H 0.0510 -0.2475 -0.0867
H 0.1308 -0.0897 -0.1345
H 0.0312 0.1466 -0.0777
H 0.3979 -0.1372 0.1073
H -0.0709 -0.2642 0.1850
H -0.2155 -0.1305 0.2315
H -0.1105 -0.3557 -0.2998
H 0.0824 0.0653 -0.3036
H -0.0995 -0.2208 0.0485
H 0.1751 -0.0222 0.0488
H -0.0724 -0.0404 -0.0033
H -0.0733 0.0329 -0.1273
H -0.0551 -0.0386 -0.0385
C -0.3593 -0.0285 -0.3181
C 0.7059 -0.4932 0.7894
N 0.3559 0.8287 -0.9054
C -0.6983 -0.4351 -0.7315
C 0.2179 0.5495 -0.1005
C 0.0976 -0.2920 0.5340
C -0.1555 -0.7037 -0.3984
H 0.0222 -0.0283 -0.0155
H 0.1622 -0.0570 -0.0203
H 0.1710 0.0638 0.1948
H 0.0766 -0.1078 -0.1098
H -0.6496 0.2706 -0.0176
H -0.0248 0.0501 0.3924
H 0.0982 0.1413 0.1044
H -0.3094 -0.1676 -0.1404
H 0.2503 -0.2553 0.3192
H -0.0327 0.0202 0.1465
H -0.1234 0.0895 -0.0315
H 0.1822 -0.0499 -0.0232
H 0.0781 0.3219 0.1975
H -0.0388 0.1519 -0.0465
H -0.0384 0.1353 0.1446
C -1.1533 -0.6330 0.8368
C 0.1760 -1.4738 -0.2822
O 0.5661 0.5894 -0.1912
C -0.3866 0.0139 -0.3490
O 0.2356 -0.2791 0.2823
C -0.0837 -0.1053 0.4463
F -0.1912 0.0697 -0.3322
F 0.2514 -0.0014 0.0145
F -0.1217 0.0853 -0.0221
H 0.2268 0.1605 -0.1441
H 0.1493 0.4467 -0.0197
H 0.4586 0.1445 -0.4098
H -0.1480 0.6093 -0.1064
H -0.0171 0.3613 0.3051
C -0.9630 -0.6470 -0.2239
C 0.1848 -0.3747 -0.2945
O 0.3316 -0.0973 0.4067
C -0.1507 -0.0976 -0.0507
O -0.0186 0.1436 0.0201
C -0.3958 0.2010 -0.0721
F 0.0542 0.0257 -0.0082
F 0.1042 -0.0321 -0.0549
F 0.1496 -0.0716 0.0223
H 0.0372 0.0713 -0.0368
H 0.2931 0.3776 -0.2428
H 0.4319 0.0052 0.2279
H -0.0154 0.3111 0.1886
H 0.0186 0.1756 0.0917
C -0.3058 0.5715 -0.3154
C -0.3724 0.3634 0.5986
O 0.0162 -0.2232 -0.1561
C 0.2396 0.3179 0.2175
O 0.0629 -0.0206 -0.0106
C -0.3672 -0.7276 1.0677
F 0.0687 0.1861 -0.4684
F -0.0382 -0.0095 -0.3354
F 0.1245 0.2825 -0.2149
H 0.0214 -0.1391 0.1459
H 0.1444 -0.0907 0.2143
H -0.0023 -0.3621 -0.0884
H -0.0555 0.1170 -0.3409
H 0.3610 -0.2687 -0.2235
C 0.4431 0.2517 -0.4562
C -0.3470 0.1036 0.1118
O 0.2202 0.0154 0.1632
C -0.2994 0.3068 0.3013
H -0.0431 -0.2743 0.1966
H 0.0794 0.2131 0.0720
H -0.1720 -0.3193 -0.0812
H 0.0244 -0.1433 -0.2235
H -0.0917 0.0072 -0.0681
H 0.1869 -0.1081 -0.0930
C 0.0162 -0.2638 0.5469
C 0.0779 -0.2702 0.2225
O 0.0565 0.2191 -0.0495
C -0.0128 -0.2477 -0.7317
H -0.0343 -0.0130 -0.1115
H -0.0496 0.1925 -0.2604
H 0.1164 0.1354 -0.1110
H -0.0184 0.0300 0.0454
H 0.1704 0.1112 0.2620
H -0.2433 0.1666 0.2286

=====

Number 1: E_HOMO -10.6704 eV. Number 2: E_HOMO -14.1569 eV. Number 3: E_HOMO -9.4831 eV. Number 4: E_HOMO -8.2317 eV.